A cluster of 10 separate species, C44H74B2O22P in total in a non-equilibrium geometry, computed with ωB97M-V/def2-TZVPD.

The geometry in XYZ format:
```
143
C44H74B2O22P, DFT ωB97M-V/def2-TZVPD
P 5.7564 1.4591 -1.7755
O -6.7541 8.5046 5.2565
O 2.3845 -5.3828 -5.3805
O 0.5324 -10.2542 -6.1917
O -2.8461 -2.0278 0.6203
O 7.5542 3.2364 0.6791
O 4.0670 -2.3345 -3.5431
O -6.0501 6.0228 9.3138
O 3.0283 -0.4709 -4.3668
O -2.6477 -0.3107 2.1180
O 3.0686 -8.8665 -10.6467
O 3.2131 -7.0583 -4.0628
O -5.7153 6.6410 6.0801
O 1.6942 4.5868 0.3343
O -1.2911 -9.0657 -6.8939
O 2.2066 6.7320 0.9394
O -7.8117 5.3489 8.0204
O 6.3930 -0.4188 0.3256
O -6.5839 2.0278 3.9728
O 8.4472 0.9856 1.4726
O 3.2670 -7.1494 -9.1491
O -4.5602 2.5582 4.8968
O 4.9682 1.4242 1.0684
C 3.4046 7.5031 1.0165
C 5.6819 -0.1186 -2.8606
C 2.4958 -2.5272 -5.3731
C 4.5643 -5.1575 -4.3548
C 4.0033 5.3027 0.4356
C 2.0143 -0.2241 -5.3398
C 1.1793 -8.2211 -9.2799
C -5.3066 3.5374 6.8777
C 4.2689 0.2691 1.7235
C 1.7540 2.3214 2.3357
C 5.1193 -0.9235 0.9161
C -7.5923 7.6719 8.6607
C -4.8963 -0.0538 2.6816
C 2.7696 0.0681 1.0899
C -7.7123 7.5756 3.3438
C -6.4544 2.7697 6.2722
C -0.8079 -10.0301 -6.3240
C -4.1078 2.9290 6.1982
C 1.0184 -6.8925 -8.5854
C -5.6616 7.2462 9.9369
C -6.3189 8.3320 9.1257
C -0.5474 -11.8186 -4.8403
C 3.3021 -1.8081 -4.3343
C 3.2746 -5.8452 -4.6863
C 0.7361 -11.5228 -5.5712
C -7.1931 6.2288 8.5960
C 2.0700 -1.4000 -6.2795
C -3.4895 0.2635 3.1167
C 2.5834 -8.1378 -9.7972
C -7.7681 8.7515 4.2834
C 1.5516 0.7391 1.9579
C -1.5842 -11.1568 -5.7123
C -3.3313 -1.2991 1.4699
C -7.2865 6.4484 4.2502
C 2.4252 -6.5751 -8.1504
C -4.7355 -1.3824 1.9872
C 0.1743 0.5829 1.0223
C -6.4803 7.1674 5.2890
C -5.9183 2.4189 4.9174
C 5.4053 -6.2956 -3.8345
C 4.3752 -7.2279 -3.2525
C 4.0051 2.2564 -1.9378
C 2.5180 5.4565 0.5646
C 4.5128 6.4992 1.1986
B 6.0416 1.0265 0.0909
B 7.3996 1.7578 0.7634
H -5.6942 8.5766 8.2581
H -1.9334 -11.8227 -6.5062
H -3.3131 1.3417 3.1723
H 4.3795 -4.4031 -3.5850
H 2.8408 -1.2301 -7.0411
H -0.5333 -11.3358 -3.8556
H -4.5713 7.3342 9.9288
H 0.9510 -12.2621 -6.3499
H -5.3893 4.5967 6.6057
H 0.8972 3.0340 1.9089
H 3.5113 8.0764 0.0896
H 3.3418 8.1987 1.8583
H -3.2418 -0.1869 4.0836
H 6.1626 -5.9846 -3.1100
H 0.3063 -6.9155 -7.7563
H 6.9931 3.5768 1.4503
H 4.4612 -1.0352 -0.0725
H 0.4640 -8.3355 -10.0976
H -5.4508 -1.4969 1.1694
H -8.7327 8.8287 4.7960
H 3.1041 -3.2621 -5.9054
H 5.0090 -4.7037 -5.2435
H 1.0497 -0.1469 -4.8272
H -5.2629 3.4715 7.9681
H -2.4243 -10.7824 -5.1228
H 1.1053 -9.0578 -8.5797
H 1.1232 -1.5856 -6.7934
H 4.2768 5.3480 -0.6222
H -6.0090 7.2350 10.9754
H 3.9087 2.7882 -2.9790
H -5.2403 0.6980 1.9609
H -7.5635 9.6949 3.7690
H 5.9184 -6.7854 -4.6711
H -6.4847 9.2521 9.6922
H 3.7904 3.0215 -1.0538
H -4.8094 -2.2192 2.6873
H 4.4156 0.1504 2.8903
H 2.7942 2.7747 2.0500
H 2.6016 -5.4970 -8.0948
H 2.7325 0.3767 -0.0591
H -7.8999 8.0403 7.6794
H 4.6105 6.2431 2.2606
H 6.6467 -0.7960 -2.8040
H 1.3455 0.0819 2.9184
H 4.3431 4.3664 0.8842
H 8.3306 1.1262 2.4769
H -3.2821 3.6415 6.1125
H -6.9415 7.7454 2.5822
H -5.6085 -0.0768 3.5108
H -6.6783 5.7135 3.7179
H 3.2450 1.3480 -1.9420
H 1.5901 -11.4671 -4.8899
H -0.4993 -0.2632 1.4797
H 2.2188 0.7194 -5.8543
H -8.1427 5.9678 4.7317
H 0.6745 -6.1407 -9.3062
H 5.0883 -2.0108 1.3477
H -8.6592 7.3899 2.8298
H -7.3524 3.3867 6.1933
H 1.6396 -3.0078 -4.8916
H -8.3998 7.7870 9.3891
H -6.6636 1.8487 6.8233
H -0.7203 -12.8875 -4.6894
H -3.7496 2.0310 6.7125
H 5.5612 0.2517 -3.9868
H 1.6441 2.4060 3.5214
H 4.7360 -0.7592 -2.5520
H 4.1205 -6.9726 -2.2186
H -0.3904 1.5998 0.8784
H 0.5071 0.2127 -0.0625
H 2.5666 -1.1084 1.0892
H 2.6729 -7.0256 -7.1835
H 5.4831 6.8609 0.8482
H 4.7018 -8.2713 -3.2899
```

Values from the calculation:
total charge	-1
ΔE to the lowest compared entry with this formula, charge and spin	135.75	kcal/mol
Kohn-Sham gap	4.33	eV
highest occupied orbital energy	-2.924	eV

Löwdin population analysis, charges in e, atoms 1 to 8: number 1, P, carries 0.92; number 2, O, carries 0.02; number 3, O, carries 0.07; number 4, O, carries 0.02; number 5, O, carries 0.10; number 6, O, carries -0.02; number 7, O, carries 0.06; number 8, O, carries 0.02

***

A cluster of 10 separate species, C44H74B2O22P in total in a non-equilibrium geometry, computed with ωB97M-V/def2-TZVPD.

The geometry in XYZ format:
```
143
C44H74B2O22P, DFT ωB97M-V/def2-TZVPD
P -5.2989 -1.4706 -2.3830
O -0.4235 -2.4178 -6.6470
O -5.7062 3.7377 4.4538
O -5.1169 -4.6267 -4.0034
O -0.5634 -1.4126 -4.6322
O -9.7472 7.9293 6.9824
O -8.7849 6.5150 5.5181
O 10.8155 -5.3466 -4.1107
O -5.5021 1.1413 1.3872
O 6.8572 -2.0056 -1.4635
O -5.0360 -3.4735 -0.3032
O -4.1978 7.1990 8.3589
O 2.5365 1.1631 2.2417
O -6.0011 2.3253 6.1800
O -5.8661 -5.6533 -1.8969
O 11.5784 -3.3218 -3.4895
O 9.0289 -2.8049 -5.2238
O 9.7894 -1.7556 -7.0634
O -5.5673 5.6969 9.3182
O -3.1479 -3.4315 -1.8045
O 8.0443 -0.1743 -0.9143
O -4.7222 2.3177 -0.3647
O 3.3604 -0.3514 0.7944
C -8.7596 7.4686 6.4810
C -3.7603 6.4554 10.6175
C -6.5711 1.0193 6.3631
C 10.2299 -0.4248 -7.3825
C -2.3109 -3.8072 -6.5095
C 10.9592 -6.1933 -5.2612
C -6.0732 -0.4656 -0.9899
C -7.5803 0.8656 5.2447
C 11.2794 -5.2552 -6.4074
C -6.9468 1.6795 4.1279
C -1.3123 -3.1888 -7.4689
C -4.3108 5.1765 11.2287
C -5.1205 4.4948 0.4035
C 12.0535 -4.1499 -5.7095
C 5.6232 0.2755 0.8095
C -1.6496 -2.2343 -0.2706
C -6.1651 2.7162 4.8908
C -3.8182 -0.4120 -2.9212
C -2.5155 -3.5081 -0.5205
C -7.4373 6.1015 5.2131
C 0.0820 -2.9485 -2.0884
C -4.4857 6.5150 9.2961
C -5.6959 5.0999 10.6173
C 9.1872 -2.2721 -1.3102
C -5.1937 2.1924 0.8985
C -5.2203 3.5409 1.5835
C 11.4674 -4.1788 -4.3201
C 9.3707 -1.7976 -5.7743
C -4.3425 3.6769 -0.6078
C -0.1444 -2.3892 -0.6463
C -2.4081 -2.7520 -5.4198
C 8.0080 -1.3375 -1.2090
C -7.3331 7.8090 6.8381
C -6.5621 7.2529 5.6575
C 4.6664 -0.8427 0.4491
C 0.5174 -0.9406 -0.5189
C 9.4479 -0.4269 -5.1533
C -1.0422 -2.1142 -5.4717
C 8.6038 -3.4432 -2.0813
C 9.5427 0.4743 -6.3740
C 3.4744 0.6342 1.7180
C -3.8213 -3.2256 0.3941
C 4.9307 0.9144 2.0029
C 7.1443 -3.3991 -1.6786
B -5.2424 -4.5378 -2.5542
B -4.6204 -3.1847 -1.7158
H -5.2504 -6.3879 -1.8883
H 5.1171 1.9846 2.0564
H 9.9500 -0.1855 -8.4074
H -0.7417 -3.9415 -8.0130
H -6.4352 5.6673 11.1890
H -4.2239 -4.9575 -4.1398
H -2.1107 -1.3379 -0.7340
H -4.5900 3.9442 -1.6344
H 6.9501 -3.9419 -0.7488
H 8.6977 -3.2564 -3.1518
H -1.8999 -4.7298 -6.0914
H -1.7892 -2.5179 -8.1895
H -3.0747 -1.0159 -3.4748
H 13.1208 -4.3734 -5.6480
H -8.5310 1.3197 5.5382
H -5.5447 6.9501 5.9009
H -4.3209 5.1759 12.3184
H -7.0340 0.9597 7.3478
H 4.6959 -1.0816 -0.6106
H -3.8167 -2.0969 0.4375
H -6.5093 8.0063 4.8667
H -6.0447 4.0736 10.5124
H 9.4997 -2.5585 -0.3034
H -7.0696 7.3028 7.7686
H 4.8569 -1.7551 1.0227
H -0.8441 -3.2516 -2.6100
H 0.3730 -3.0045 0.1201
H 8.5601 -0.2173 -4.5602
H -6.1212 4.7071 0.0177
H -3.2612 3.7653 -0.4712
H 11.3195 -0.3895 -7.2966
H 1.1475 -0.9098 0.3824
H 11.7654 -6.9070 -5.0692
H -7.7732 -0.1730 4.9784
H -6.2557 1.0863 3.5295
H -0.3011 -0.1975 -0.3673
H -2.0764 -4.4933 -0.2543
H 1.0601 -0.6423 -1.4350
H -4.0243 7.3364 11.2056
H 6.4890 -3.7891 -2.4562
H -4.6453 5.4460 0.6442
H -1.6835 -2.0347 0.8317
H -3.3804 0.0261 -1.9911
H -6.9090 -0.9847 -0.4797
H 10.3445 -0.3714 -4.5319
H -5.3059 -0.2038 -0.2523
H -3.7122 4.3247 10.8978
H -7.3470 5.9042 4.1465
H 10.0338 -6.7436 -5.4248
H 5.2062 0.4308 2.9426
H 10.0771 1.4064 -6.1946
H -6.4766 0.4665 -1.4528
H -4.3581 3.6198 2.2459
H 9.0827 -4.3968 -1.8626
H 6.6315 -0.0703 1.0185
H 8.5387 0.7248 -6.7240
H -4.1693 0.4393 -3.5420
H 10.0104 -1.8048 -1.8457
H -5.7691 0.2790 6.3045
H -7.6950 2.1462 3.4912
H 10.3551 -4.8482 -6.8225
H 5.6795 0.9932 -0.0105
H 0.6587 -2.2689 -2.7470
H -3.2658 -4.0471 -6.9768
H -2.6844 6.4052 10.4687
H 11.8917 -3.1833 -6.1810
H -3.1610 -1.9955 -5.6487
H -7.2224 5.1832 5.7602
H -6.1392 3.6833 2.1393
H -3.7726 -3.5005 1.4703
H -7.2024 8.8843 6.9368
H -2.5971 -3.1911 -4.4406
H 0.7258 -3.8609 -1.9941
H 11.8282 -5.7363 -7.2170
```

Values from the calculation:
total charge	-1
ΔE to the lowest compared entry with this formula, charge and spin	33.96	kcal/mol
Kohn-Sham gap	4.35	eV
highest occupied orbital energy	-2.910	eV

Löwdin population analysis, charges in e, atoms 1 to 8: number 1, P, carries 0.94; number 2, O, carries 0.02; number 3, O, carries 0.09; number 4, O, carries 0.03; number 5, O, carries 0.11; number 6, O, carries 0.10; number 7, O, carries 0.03; number 8, O, carries 0.03

***

A structure of composition C44H76N2O7PS3SeTi, computed with ωB97M-V/def2-TZVPD.

The geometry in XYZ format:
```
135
C44H76N2O7PS3SeTi, DFT ωB97M-V/def2-TZVPD
Se -0.8537 2.6583 1.5830
Ti -0.4359 0.8058 -0.2153
S -1.8992 -4.0150 2.6426
S 0.6387 -1.8640 -0.5405
S -2.5278 -3.4954 -0.6581
P -2.3261 -4.7548 0.8591
O 1.8354 0.5626 1.2661
O -2.8502 -0.0089 0.3501
O -3.6014 -5.7637 0.9574
O 0.6996 2.1373 -0.8409
O -0.6660 -0.4510 1.7419
O -1.1935 -5.8700 0.5882
O -0.7748 0.1323 -2.0661
N 1.9052 -0.6178 -2.4989
N 3.1098 -2.2370 -1.3917
C -2.4235 0.1848 -4.6068
C 0.4595 -0.8682 2.5297
C -5.7771 4.0502 -2.8301
C 0.5320 3.4783 -0.7168
C 2.9654 -0.3673 -3.4586
C -4.9876 -5.3922 0.9322
C 4.2799 -2.0529 -2.2267
C -3.8176 5.3130 -3.7496
C 0.8195 2.9287 -3.7377
C 2.0928 5.0405 -3.8904
C -2.7079 2.9778 -1.2575
C 1.1871 8.4830 -0.2465
C 3.0198 3.1802 -2.5519
C -2.9967 -0.7746 1.5343
C 0.1315 -5.6737 -1.4270
C -1.0078 0.1774 -5.2003
C 1.9676 -1.5282 -1.5159
C 1.7207 3.8903 -2.9512
C -1.7326 1.0596 -2.3185
C 0.7676 5.7325 -1.4810
C -4.3233 4.4679 -2.5709
C -0.9093 8.1016 1.0256
C -3.4374 3.2300 -2.4209
C -5.5165 -5.4469 -0.4933
C -0.1554 7.7389 -0.2541
C -2.5014 1.2069 -3.4777
C -1.8710 1.8827 -1.2270
C -3.4157 0.4889 -5.7292
C -0.1531 3.9594 0.3976
C -0.8631 -6.5204 -0.6481
C -1.8996 -0.3871 2.4723
C 3.8303 -1.6078 -3.6083
C -2.7448 -1.2042 -4.0343
C 0.0885 6.2344 -0.3701
C -2.0702 -6.9243 -1.4806
C 2.7500 1.6397 1.2196
C 1.4833 0.2311 2.5938
C -5.2951 -4.0636 1.6070
C -3.3340 2.3254 -3.4866
C -0.9906 8.2151 -1.4518
C 1.0030 4.3786 -1.6912
C -0.3667 5.3226 0.5684
C -4.2919 5.3469 -1.3189
C -3.9881 -0.1993 -0.4864
H 4.9553 -1.3029 -1.7978
H 2.3337 2.5213 1.7192
H -5.8645 3.4551 -3.7403
H -3.9661 -0.5694 2.0088
H -3.7642 -1.2269 -3.6410
H -3.1882 1.4356 -6.2257
H 4.6955 -1.3873 -4.2344
H -1.1753 9.2911 -1.3858
H -4.4391 0.5344 -5.3514
H -3.8524 0.3747 -1.3974
H 0.9974 -0.1652 -2.5991
H -4.9114 6.2331 -1.4796
H 3.6752 3.8627 -2.0052
H -3.2753 5.6758 -1.0919
H 1.3224 2.6151 -4.6585
H -0.7493 1.1616 -5.5976
H -5.0676 -4.6532 -1.0893
H -0.3568 7.7936 1.9153
H -3.9355 2.5069 -4.3689
H -2.7636 -7.5177 -0.8862
H -6.6031 -5.3298 -0.4912
H 1.0808 1.1178 3.0963
H -0.9443 -0.5528 -6.0126
H -5.4706 -6.1846 1.5127
H -4.9022 -4.0412 2.6222
H 3.2565 -2.4086 -4.0790
H 0.8720 -1.7592 2.0615
H -4.6795 4.8166 -0.4469
H 2.3647 -0.1270 3.1439
H 0.5453 -6.2489 -2.2595
H -6.4166 4.9311 -2.9387
H -2.0265 0.6251 2.8687
H -1.7217 -7.5283 -2.3231
H 3.6931 1.3547 1.7007
H 2.7678 5.7551 -3.4145
H -3.8511 4.7536 -4.6859
H 3.1307 -2.8651 -0.6069
H 3.5851 0.4770 -3.1444
H -4.8800 0.1641 0.0372
H -6.3796 -3.9314 1.6356
H 1.7950 8.1643 0.6026
H -4.4304 6.2117 -3.8679
H -0.3645 -7.4366 -0.3152
H -1.8817 -1.1145 3.2829
H -0.3534 -4.7759 -1.8093
H -2.5933 -6.0481 -1.8631
H -1.8948 7.6332 1.0544
H 4.8219 -2.9977 -2.2762
H 1.2079 5.5761 -4.2403
H -3.3699 -0.3048 -6.4785
H -4.1039 -1.2610 -0.7216
H -5.2694 -6.4062 -0.9505
H 1.7553 8.2905 -1.1574
H -2.7853 3.6246 -0.3941
H -6.1529 3.4501 -1.9988
H 1.0245 9.5618 -0.1702
H 0.5691 2.0450 -3.1564
H 1.1121 6.4361 -2.2254
H 2.6028 4.6307 -4.7652
H -0.9210 5.6401 1.4414
H -2.6652 -1.9661 -4.8153
H -1.9532 7.7004 -1.4754
H 2.5040 -0.0948 -4.4087
H -0.4820 8.0158 -2.3961
H -4.8554 -3.2361 1.0475
H -2.7831 5.6192 -3.5767
H -2.9228 -1.8361 1.2974
H 0.9446 -5.3658 -0.7677
H -2.0651 -1.4695 -3.2240
H -0.2798 -0.0926 -4.4359
H 3.5497 2.8346 -3.4448
H -1.0500 9.1840 1.0722
H 2.8042 2.3204 -1.9199
H -0.1201 3.4168 -4.0093
H 0.1253 -1.1204 3.5358
H 2.9234 1.8774 0.1749
```

Values from the calculation:
total charge	-1
Kohn-Sham gap	6.56	eV
highest occupied orbital energy	-4.477	eV

Löwdin population analysis, charges in e, atoms 1 to 8: number 1, Se, carries 0.88; number 2, Ti, carries 0.94; number 3, S, carries 0.22; number 4, S, carries 0.79; number 5, S, carries 0.31; number 6, P, carries -0.14; number 7, O, carries -0.26; number 8, O, carries -0.24